## 1
A cluster of 2 separate species, C6H11NO2 in total, computed with ωB97M-V/def2-TZVPD.

Each line ends with the Mulliken charge.
Element x y z (Å)
C -0.823 2.546 0.083  -1.34
C 0.174 1.695 0.332  1.06
C 1.559 2.192 0.633  -1.41
C 0.018 0.229 0.336  -0.10
N 1.153 -0.612 0.526  -0.60
C -1.171 -0.251 0.023  0.85
O -2.342 -0.300 -0.224  -0.60
H -0.659 3.611 0.116  0.28
H -1.814 2.220 -0.181  0.27
H 1.837 1.962 1.662  0.34
H 2.286 1.704 -0.016  0.37
H 1.616 3.270 0.494  0.38
H 0.863 -1.519 0.889  0.26
H 1.834 -0.258 1.181  0.27
C -0.489 -2.852 -1.233  -0.56
O -0.994 -2.411 0.022  -0.58
H -0.952 -2.295 -2.053  0.27
H 0.582 -2.662 -1.232  0.26
H -0.680 -3.920 -1.362  0.27
H -1.996 -2.348 0.007  0.33

As for the HOMO-LUMO gap: 0.293 Ha. Its net charge is 0. As for the LUMO energy: 0.8 eV. As for the SMILES: C=C(C)C(N)=C=O.CO. Its molecular weight is 129.159 Da.



## 2
An isolated molecule of C6H11NO2, computed with ωB97M-V/def2-TZVPD.

Each line ends with the Mulliken charge.
Element x y z (Å)
C 1.825 -1.613 -0.445  -1.07
C 0.953 -0.648 -0.142  0.47
C 0.027 -0.040 -1.346  -0.65
C -1.490 -0.128 -1.474  -1.09
C 0.765 -0.030 1.206  -0.05
O 0.703 -1.043 2.201  -0.55
C -0.592 0.738 1.177  0.49
N -0.487 2.096 0.941  -0.35
O -1.625 0.217 1.612  -0.62
H 2.403 -2.094 0.341  0.27
H 2.027 -1.907 -1.470  0.30
H 0.394 0.972 -1.535  0.34
H 0.388 -0.606 -2.216  0.38
H -1.770 -0.196 -2.530  0.39
H -1.984 0.777 -1.110  0.29
H -1.886 -1.005 -0.956  0.28
H 1.575 0.669 1.441  0.31
H -0.222 -1.366 2.169  0.37
H 0.356 2.599 1.187  0.21
H -1.359 2.609 0.950  0.28

As for the HOMO-LUMO gap: 0.375 Ha. Its net charge is 0. As for the LUMO energy: 0.7 eV. As for the SMILES: C=C(CC)[C@H](O)C(N)=O. Its molecular weight is 129.159 Da.



Q: Which of them is the least stable? A: 1.